(1)
Density functional theory data (the ωB97M-V functional and the def2-TZVPD basis) for a molecular structure, C47H52BiI2N10O4S2Se.

```
! RIJCOSX wB97M-V def2-TZVPD def2/J DEFGRID3
* xyz -1 1
Bi -1.05231 -2.53254 1.11916
N -4.42645 -2.04831 1.05222
C -3.28046 -2.19194 1.05350
I -1.94832 -5.26572 1.10154
I -2.64843 -7.10041 -1.18938
O -2.35946 0.03582 -1.56244
C -2.87015 1.18453 -1.10162
C -3.86792 1.80910 -1.85505
C -4.38417 3.02873 -1.45979
C -3.93828 3.64227 -0.29217
C -2.98584 3.00161 0.48403
C -2.43261 1.78411 0.09659
C -1.37084 1.15925 0.98329
O -0.96469 1.79926 1.95545
O -0.91577 0.00379 0.61883
H -1.68054 -0.22151 -0.88364
H -4.23310 1.31088 -2.74559
H -5.15202 3.50160 -2.06282
H -4.33546 4.60391 0.01138
H -2.64878 3.42151 1.42314
N -1.46252 -3.93749 2.64763
C -0.95998 -4.21050 3.90642
C 0.20984 -3.59344 4.39072
C 0.57456 -3.68576 5.72562
C -0.18596 -4.43176 6.61720
C -1.28084 -5.13718 6.12912
C -1.65598 -5.04802 4.79806
H 0.83420 -3.04134 3.69852
H 1.47334 -3.18319 6.06798
H 0.08659 -4.47981 7.66493
H -1.86389 -5.75456 6.80362
H -2.51202 -5.60069 4.42926
C 3.72764 0.74258 1.44423
N 3.81830 0.00905 0.19844
C 3.27169 -1.21370 -0.02876
Se 2.46327 -2.31487 1.17015
N 3.57812 -1.55168 -1.30616
C 4.31389 -0.54636 -1.91487
C 4.87156 -0.42155 -3.17587
C 5.56093 0.75107 -3.45346
C 5.68483 1.76284 -2.50155
C 5.14138 1.62970 -1.23087
C 4.46069 0.45585 -0.95604
H 3.60468 0.02898 2.25465
H 2.87781 1.42689 1.43772
H 4.64503 1.31107 1.59066
H 3.16176 -2.35597 -1.74879
H 4.77831 -1.20623 -3.91678
H 6.00709 0.88438 -4.43151
H 6.21369 2.67290 -2.75769
H 5.20694 2.42557 -0.50113
C -0.55386 5.85457 -4.47084
C -0.59419 5.19630 -3.09470
N 0.68887 5.27077 -2.40346
C 1.06664 6.57205 -1.85174
C 2.32315 7.15463 -2.49143
C 1.45612 4.20474 -2.03583
O 2.41579 4.34304 -1.28159
C 1.11432 2.84069 -2.55264
C 0.89189 2.52489 -3.88631
C 0.62147 1.20984 -4.23213
C 0.61056 0.25016 -3.22977
N 0.87457 0.53288 -1.96231
C 1.11042 1.79562 -1.63512
H -1.51078 5.72043 -4.98057
H 0.23103 5.41048 -5.08679
H -0.35212 6.92499 -4.38607
H -0.89215 4.15753 -3.17890
H -1.34577 5.69030 -2.47416
H 1.23634 6.45354 -0.78070
H 0.22510 7.24899 -1.99959
H 3.17067 6.50026 -2.29692
H 2.53630 8.13491 -2.05855
H 2.20117 7.26505 -3.57142
H 0.93910 3.28674 -4.65698
H 0.40933 0.93953 -5.25982
H 0.37380 -0.79416 -3.42673
H 1.29193 1.99941 -0.58410
S -1.38730 1.48547 6.89085
C -1.32677 0.49542 5.39783
C -0.12516 0.31781 4.73965
C -0.11689 -0.46745 3.60162
N -1.20083 -1.11151 3.17250
C -2.35744 -0.94298 3.81151
C -2.47124 -0.12786 4.92381
C -0.78199 0.18416 7.96907
C 0.55753 0.12383 8.32371
C 0.97542 -0.92781 9.12878
N 0.16057 -1.87871 9.58020
C -1.12301 -1.80784 9.22933
C -1.64420 -0.80041 8.42966
H 0.78132 0.79812 5.08085
H 0.79113 -0.61087 3.02507
H -3.21292 -1.48736 3.43092
H -3.42610 0.00780 5.41190
H 1.25421 0.87494 7.97468
H 2.01677 -1.01236 9.42411
H -1.76553 -2.59650 9.60744
H -2.69313 -0.78351 8.16400
C -2.46405 -4.59298 -5.48656
N -2.14436 -3.73914 -4.34933
C -3.18815 -3.70014 -3.32710
C -0.87482 -3.38430 -4.05448
S -0.36446 -3.14062 -2.48373
N -0.03208 -3.25794 -5.14476
C 1.40453 -3.22727 -4.94833
C -0.47301 -2.52110 -6.31797
H -2.87829 -5.53174 -5.11113
H -1.56954 -4.81270 -6.06131
H -3.20859 -4.11948 -6.13235
H -4.14061 -3.49986 -3.82453
H -2.98350 -2.90570 -2.61799
H -3.25795 -4.65147 -2.79360
H 1.67503 -3.91330 -4.15210
H 1.76447 -2.22351 -4.69016
H 1.88696 -3.54462 -5.87664
H -1.54655 -2.36021 -6.28678
H -0.21937 -3.06372 -7.23228
H 0.02082 -1.54351 -6.35528
*
```

## Properties
energy above the lowest of the compared OMol25 structures with the same formula, charge and spin: 17.6 kcal per mole
E_tot: -6678.659275 a.u.
HOMO-LUMO gap: 6.70 eV

Atomic partial charges in e from the Löwdin method, atoms 1 to 2: atom 1 (Bi): 1.334, atom 2 (N): 0.016


(2)
Density functional theory data (the ωB97M-V functional and the def2-TZVPD basis) for a molecular structure, C47H52F5N6SY.

```
! RIJCOSX wB97M-V def2-TZVPD def2/J DEFGRID3
* xyz 0 1
Y -0.06208 -0.07522 0.04257
C -2.57580 -2.41402 5.57465
C -2.71592 -2.99524 4.16626
C -1.57374 -2.60156 3.28860
C -0.47646 -3.33384 2.94429
C -0.12043 -4.72473 3.34662
C 0.90447 -4.72345 4.48291
C 0.32268 -2.50502 2.06242
C 1.50358 -2.90456 1.43922
C 2.25498 -2.19146 0.50705
C 3.48315 -2.64324 -0.11466
C 4.12577 -3.96288 0.14694
C 4.95869 -3.91382 1.43078
C 3.91285 -1.62972 -0.92334
C 2.94641 -0.55757 -0.79479
C 3.04699 0.69830 -1.38919
C 2.19212 1.78575 -1.22701
N 1.02297 1.76005 -0.52539
C 0.52393 3.02835 -0.51687
C -0.65949 3.42238 0.10292
C -1.50307 2.64947 0.89663
N -1.27685 1.35077 1.24045
C -2.29570 0.95869 2.05581
C -2.37165 -0.28654 2.67822
C -1.44676 -1.32610 2.61234
N -0.29142 -1.29966 1.88889
C -3.24243 2.04493 2.20487
C -2.73781 3.10261 1.50170
C -3.28848 4.48389 1.37492
C -2.64632 5.43097 2.39288
C -4.50102 1.98114 3.00511
C -4.23457 2.21410 4.49369
C 1.40851 3.90281 -1.25796
C 2.43871 3.12895 -1.71257
C 3.63271 3.55852 -2.49830
C 4.81109 3.87910 -1.57531
C 1.21769 5.37449 -1.41232
C 1.66560 6.12116 -0.15325
N 1.95015 -0.94013 0.05643
C 5.15373 -1.57519 -1.75078
C 6.28869 -0.87020 -1.00168
H -3.42523 -2.69931 6.19225
H -2.51616 -1.32867 5.54055
H -1.66815 -2.78425 6.04492
H -3.65355 -2.65444 3.72036
H -2.75511 -4.08313 4.23366
H 0.28859 -5.25931 2.48619
H -1.01935 -5.25532 3.66724
H 1.78967 -4.15911 4.19716
H 1.19811 -5.74253 4.72581
H 0.48226 -4.25960 5.37132
H 1.86408 -3.89235 1.68779
H 4.75610 -4.24622 -0.69958
H 3.35231 -4.72689 0.25332
H 5.77482 -3.20100 1.33384
H 5.37894 -4.89297 1.64745
H 4.33234 -3.60477 2.26530
H 3.91565 0.87041 -2.00883
H -0.94270 4.45799 -0.03102
H -3.23394 -0.45633 3.30640
H -4.36831 4.47021 1.53651
H -3.10827 4.86329 0.36624
H -2.86107 5.09687 3.40547
H -3.03705 6.43983 2.27230
H -1.56590 5.45402 2.26619
H -4.97160 1.00370 2.87014
H -5.20055 2.73667 2.64181
H -3.53280 1.47620 4.87426
H -5.15908 2.14544 5.06299
H -3.80455 3.19996 4.64977
H 3.38224 4.44496 -3.08547
H 3.91965 2.77051 -3.19748
H 4.55611 4.70203 -0.91231
H 5.68568 4.16278 -2.15597
H 5.06197 3.01621 -0.96251
H 0.16567 5.59677 -1.60744
H 1.79210 5.73509 -2.26711
H 1.11225 5.76880 0.71442
H 1.49778 7.18997 -0.26764
H 2.72469 5.95506 0.03125
H 4.94901 -1.04662 -2.68485
H 5.47151 -2.59077 -1.99790
H 5.99324 0.13815 -0.71963
H 7.18003 -0.81197 -1.62314
H 6.53719 -1.41814 -0.09554
F 2.33576 -3.83345 -5.43950
C 1.64302 -3.55567 -4.32305
C 1.39407 -2.23876 -3.95276
F 1.87967 -1.22639 -4.68410
C 0.62672 -1.97430 -2.83571
F 0.40221 -0.65555 -2.49206
C 0.06647 -2.98046 -2.03360
S -1.04038 -2.65303 -0.78562
C 0.41861 -4.30072 -2.38309
F 0.00555 -5.30931 -1.60368
C 1.16048 -4.58598 -3.51285
F 1.41676 -5.85789 -3.85125
C -5.64485 -0.30623 -0.60498
C -4.33529 0.19917 -1.08902
C -4.00380 1.22724 -1.94736
C -2.60294 1.20812 -2.03918
N -2.10904 0.23853 -1.27622
N -3.17303 -0.35700 -0.70376
C -1.73550 2.08773 -2.86471
H -6.45338 0.26548 -1.05293
H -5.70428 -0.21404 0.47981
H -5.76316 -1.35924 -0.86509
H -4.67593 1.89670 -2.44501
H -3.05122 -1.20367 -0.15869
H -2.16201 2.20957 -3.85849
H -0.73905 1.66013 -2.94671
H -1.65228 3.07193 -2.40703
*
```

## Properties
E_tot: -3086.766621 a.u.
HOMO-LUMO gap: 5.72 eV

Atomic partial charges in e from the Löwdin method, atoms 1 to 2: atom 1 (Y): 1.363, atom 2 (C): -0.080


(3)
Density functional theory data (the ωB97M-V functional and the def2-TZVPD basis) for 2 unconnected molecules or ions with the total composition C47H52N3Si.

```
! RIJCOSX wB97M-V def2-TZVPD def2/J DEFGRID3
* xyz 1 1
C 2.84924 -5.94851 0.53570
C 4.01699 -5.86499 -0.42335
N 4.11664 -4.55764 -1.02861
C 4.81775 -4.54999 -2.29154
C 4.57044 -3.27015 -3.05642
C 4.91503 -2.07793 -2.17669
C 4.21421 -2.14682 -0.85807
C 3.85447 -3.42082 -0.32737
C 3.20665 -3.48937 0.94484
C 2.85406 -2.31911 1.58916
C 3.08964 -1.02718 1.01741
C 2.52146 0.10659 1.64651
C 2.45385 1.43124 1.15049
C 2.21646 2.50750 2.06503
C 2.31322 3.83283 1.68692
C 2.64731 4.15336 0.33544
N 2.82938 5.44818 -0.04283
C 2.44143 6.55256 0.80299
C 2.71253 6.25361 2.26152
C 2.08417 4.92865 2.68014
C 3.13016 5.82505 -1.40441
C 3.91688 4.74707 -2.11388
C 3.16018 3.43043 -2.02458
C 2.79349 3.10040 -0.61461
C 2.61853 1.78507 -0.22339
C 3.90219 -0.99353 -0.16036
C 2.89239 -4.81803 1.55669
H 1.91265 -5.89145 -0.03038
H 2.88219 -6.91517 1.04242
H 4.95366 -6.09936 0.11351
H 3.90961 -6.59441 -1.23533
H 5.90033 -4.67010 -2.11208
H 4.48241 -5.42620 -2.86137
H 5.18131 -3.27323 -3.95963
H 3.51821 -3.21833 -3.35370
H 6.00418 -2.05245 -2.01911
H 4.64136 -1.15173 -2.69045
H 2.33620 -2.38046 2.54963
H 2.13508 -0.04981 2.65584
H 2.01571 2.27072 3.11282
H 3.00619 7.43211 0.47035
H 1.36794 6.77332 0.66177
H 3.79459 6.20165 2.42229
H 2.31800 7.07121 2.86751
H 1.00263 5.07317 2.83415
H 2.50078 4.63154 3.64877
H 2.19036 6.01454 -1.95122
H 3.68690 6.77015 -1.37101
H 4.06412 5.03798 -3.15436
H 4.90018 4.64052 -1.64419
H 2.24951 3.49502 -2.63906
H 3.77438 2.62543 -2.43961
H 2.64299 1.00724 -0.98899
H 4.28076 -0.04179 -0.53787
H 1.92611 -4.76375 2.07113
H 3.64322 -5.05962 2.32609
C -1.05558 -3.28630 1.86024
C -2.34736 -3.22317 2.39068
C -3.29850 -2.35330 1.84780
C -2.95842 -1.53813 0.75916
Si -4.12659 -0.26400 0.08140
C -5.76358 -0.33643 0.95599
C -6.23356 0.79936 1.63379
C -7.46483 0.76654 2.29400
C -8.23784 -0.39858 2.29502
C -7.76770 -1.53506 1.63172
C -6.53465 -1.51037 0.96963
C -3.33897 1.39594 0.35043
C -2.44713 1.59152 1.41516
C -1.86019 2.84608 1.61716
C -2.16614 3.91255 0.76560
C -3.06009 3.71715 -0.29141
C -3.64553 2.46353 -0.50483
C -4.36064 -0.56743 -1.76870
C -4.91232 -1.97542 -2.08191
C -4.14630 -2.42967 -3.33957
C -2.89773 -1.53726 -3.41276
N -3.11153 -0.46510 -2.45606
C -1.67904 -1.63130 0.19715
C -0.72553 -2.49335 0.75491
H -0.30753 -3.94801 2.30431
H -2.62424 -3.84851 3.23949
H -4.30246 -2.29840 2.27438
H -5.62498 1.70713 1.64862
H -7.81690 1.65875 2.80962
H -9.20057 -0.41875 2.81028
H -8.35550 -2.45211 1.62792
H -6.17090 -2.41423 0.47224
H -2.21362 0.76244 2.08849
H -1.16608 2.98492 2.44616
H -1.71316 4.89333 0.93126
H -3.31375 4.54032 -0.95901
H -4.34811 2.32006 -1.33127
H -5.10217 0.21557 -2.04000
H -4.69564 -2.66611 -1.25545
H -5.99779 -1.94809 -2.20591
H -3.88128 -3.48815 -3.31192
H -4.76395 -2.25443 -4.22593
H -1.99863 -2.10641 -3.12613
H -2.71773 -1.14752 -4.42577
H -2.74830 0.45372 -2.69050
H -1.43013 -1.03170 -0.68427
H 0.27287 -2.53680 0.32418
*
```

## Properties
energy above the lowest of the compared OMol25 structures with the same formula, charge and spin: 0.0 kcal per mole
E_tot: -2275.782911 a.u.
HOMO-LUMO gap: 5.28 eV

Atomic partial charges in e from the Löwdin method, atoms 1 to 2: atom 1 (C): -0.158, atom 2 (C): -0.151


(4)
Density functional theory data (the ωB97M-V functional and the def2-TZVPD basis) for a molecular structure, C47H53Cl2KN11O3S.

```
! RIJCOSX wB97M-V def2-TZVPD def2/J DEFGRID3
* xyz -1 1
K -0.14720 -1.00154 0.54145
Cl -1.17287 -8.13022 1.92023
C -0.59690 -6.49206 2.09039
C -0.70177 -5.62906 1.01775
C -0.27019 -4.30220 1.08249
N -0.51367 -3.42239 0.02167
C -0.18096 -3.78860 -1.20265
O 0.47560 -4.76711 -1.60440
C -0.72658 -2.86785 -2.30475
C -0.88678 -3.41780 -3.57826
C -1.39610 -2.63414 -4.59513
C -1.71384 -1.30800 -4.32657
C -1.50749 -0.84176 -3.04068
N -1.03453 -1.59259 -2.04968
C 0.30754 -3.84780 2.29491
C 0.40018 -4.73721 3.36466
C -0.04025 -6.04346 3.27656
Cl 0.10927 -7.08473 4.66793
N 0.63395 -2.49115 2.47955
C 1.78134 -2.15926 3.04939
O 2.78977 -2.84257 3.29198
C 1.81677 -0.71331 3.53946
C 2.40287 -0.46848 4.78095
C 2.40263 0.81767 5.28335
C 1.84075 1.83557 4.52284
C 1.31355 1.50928 3.28627
N 1.29414 0.26838 2.79991
H -1.12252 -5.99090 0.09044
H -0.59096 -4.44668 -3.72344
H -1.53887 -3.04508 -5.58796
H -2.10487 -0.64998 -5.09275
H -1.72549 0.18981 -2.77903
H 0.84433 -4.39288 4.28864
H 2.84581 -1.29880 5.31274
H 2.83406 1.02968 6.25451
H 1.81581 2.85883 4.87349
H 0.88274 2.27294 2.64743
C -4.94286 2.47247 0.06677
N -4.41743 1.69394 -1.06452
C -5.40784 1.53656 -2.11220
C -3.65748 0.56486 -0.64015
N -2.57089 0.67128 0.01560
C -2.04358 1.84034 0.57630
C -2.37274 2.15818 1.89575
C -1.85937 3.27868 2.52527
C -0.94880 4.08227 1.84848
C -0.54287 3.72453 0.57453
C -1.07980 2.61395 -0.08611
N -0.51023 2.17858 -1.27457
C -0.70494 2.51940 -2.48152
N -1.66900 3.40332 -2.98395
C -2.57278 2.86493 -3.99287
C -2.36232 4.27923 -2.05666
N 0.05821 1.92414 -3.47825
C 1.00993 0.88816 -3.11827
C 0.41890 2.65149 -4.67832
N -4.18487 -0.70585 -0.81654
C -4.62103 -1.23256 -2.10666
C -3.63461 -1.74818 0.05483
H -5.93767 2.83879 -0.18873
H -4.31014 3.32654 0.30970
H -5.03823 1.85882 0.96455
H -5.82397 2.52203 -2.32448
H -6.23522 0.86651 -1.84307
H -4.95515 1.17872 -3.03435
H -3.03899 1.48791 2.42407
H -2.14208 3.50082 3.54604
H -0.51642 4.95254 2.32698
H 0.22496 4.29404 0.06208
H -3.44377 2.39074 -3.52135
H -2.07033 2.12409 -4.60828
H -2.92917 3.67422 -4.63463
H -3.02623 3.72942 -1.37919
H -2.96269 4.97391 -2.64734
H -1.65543 4.85688 -1.46713
H 0.83387 0.54588 -2.10334
H 2.03286 1.28046 -3.17164
H 0.92533 0.04627 -3.81021
H -0.14842 3.57354 -4.75799
H 0.23742 2.04694 -5.57279
H 1.48685 2.89897 -4.65706
H -4.32158 -0.60070 -2.93757
H -5.70278 -1.38741 -2.14469
H -4.13032 -2.19375 -2.26920
H -3.55718 -1.38299 1.07637
H -2.64805 -2.07889 -0.27414
H -4.32125 -2.59551 0.03059
N 2.07888 -0.06211 -0.09527
S 3.48322 -0.36267 -0.69448
C 4.36821 1.20513 -0.92818
C 3.64446 2.37260 -0.76048
C 4.26348 3.59563 -0.99256
C 5.58831 3.63948 -1.39859
C 6.30218 2.45873 -1.57675
C 5.69227 1.23691 -1.34479
C 4.53723 -1.05973 0.57261
C 4.94611 -0.30580 1.66571
C 5.63319 -0.92787 2.69233
C 5.90002 -2.28968 2.62740
C 5.47658 -3.03554 1.54140
C 4.78701 -2.42083 0.50615
H 2.10346 0.26727 0.87228
H 2.60218 2.30190 -0.46524
H 3.70647 4.51432 -0.85774
H 6.06870 4.59252 -1.57938
H 7.33659 2.49335 -1.89397
H 6.24533 0.31340 -1.46925
H 4.71788 0.75278 1.71799
H 5.94003 -0.35336 3.55676
H 6.41043 -2.77677 3.44756
H 5.64484 -4.10306 1.51381
H 4.40963 -3.00039 -0.32706
C -1.59449 -1.64438 4.78880
O -1.66911 -1.24858 3.44047
H -1.73099 -2.72559 4.90866
H -2.38688 -1.13351 5.33966
H -0.63321 -1.37075 5.24256
H -0.90104 -1.68644 2.99573
*
```

## Properties
energy above the lowest of the compared OMol25 structures with the same formula, charge and spin: 28.5 kcal per mole
E_tot: -4569.395727 a.u.
HOMO-LUMO gap: 5.96 eV

Atomic partial charges in e from the Löwdin method, atoms 1 to 2: atom 1 (K): 0.696, atom 2 (Cl): 0.606


Result set for max |F|: 1.92 2.83 1.71 1.37 eV Å⁻¹, one per record in the order listed.